ORCA calculation (the ωB97M-V functional and the def2-TZVPD basis) on C18H35AsBr6F9N4O6 as an isolated structure.

XYZ file:
```
79
Properties=species:S:1:pos:R:3:lowdin_charge:R:1
Br -0.39595 1.71056 -3.14832 0.655
Br 0.68874 5.27860 1.24952 0.574
Br -1.38045 5.47976 -1.28459 0.529
Br -2.43157 4.76592 1.61357 0.589
Br -3.13205 2.56586 -1.92303 0.535
Br -3.27660 1.54331 -4.93912 0.558
As -0.31699 -0.49487 0.54071 0.943
F 0.82474 -0.33210 1.87919 -0.255
F 4.31440 6.01679 -1.91618 0.168
F 0.94747 -0.31687 -0.68288 -0.265
F 2.60070 6.61074 -0.70937 0.081
F -1.43700 -0.80400 -0.76874 -0.265
F 0.10374 -2.30369 0.60868 -0.294
F -1.65953 -0.63747 1.73232 -0.257
F -0.63420 1.29196 0.49637 -0.286
F 2.59413 6.78161 -3.05873 0.100
O 5.44924 -1.45592 1.18884 0.012
O 3.22140 3.64000 -1.40844 -0.009
O -6.07500 -2.11387 -1.02250 0.011
O 1.32782 4.32410 -2.53726 -0.009
O -1.03744 2.56663 5.63306 0.024
O -1.12887 -5.53438 -2.79941 0.013
N -3.79916 -2.19866 -1.33170 0.017
N -0.18499 -3.60011 -2.01672 0.025
N 3.21003 -1.74310 0.94986 0.012
N -1.25464 0.82854 4.17011 0.036
C 4.06556 -0.11705 2.55254 -0.003
C -3.82235 -3.41071 -2.13394 -0.047
C 2.76145 2.26125 -1.33501 -0.222
C -0.66781 -4.82939 -1.91297 -0.571
C -0.98503 4.52325 0.41016 -1.512
C 3.94315 1.39941 -1.63146 -0.060
C -0.64996 1.86191 4.70721 -0.617
C 2.99137 6.06669 -1.90478 -0.457
C -0.01469 -2.89747 -3.29516 -0.042
C -0.82592 -5.36591 -0.45944 -0.007
C 2.44766 4.61121 -2.04323 -0.279
C 0.53332 2.26413 3.92198 -0.021
C -2.49645 0.18572 4.81495 -0.018
C 3.11175 -2.90075 0.04997 -0.043
C 4.28815 -1.17726 1.45484 -0.574
C -4.93181 -1.68181 -0.84702 -0.555
C -4.69149 -0.53507 0.12767 -0.009
C -2.31890 1.33869 -3.23917 -1.497
H -4.81875 -3.65223 -2.50404 0.085
H 2.69098 -2.56293 -0.89709 0.067
H -0.76989 0.23984 3.50788 0.081
H -0.13183 -3.58459 -4.13316 0.084
H 3.18925 -0.35642 3.15494 0.056
H 0.35614 2.63020 2.91070 0.048
H -1.76111 -5.85604 -0.18868 0.072
H 1.86362 2.04814 -1.91516 0.030
H 0.96190 3.13946 4.41005 0.082
H 2.47347 2.01720 -0.31246 0.120
H 4.10557 0.94974 2.33240 0.077
H 2.32909 -1.59444 1.42096 0.077
H 2.40287 -3.54083 0.57521 0.077
H 1.29227 1.48186 3.90999 0.071
H 4.32397 1.69963 -2.60765 0.081
H -3.10637 -3.21629 -2.93248 0.077
H -5.54352 0.13190 0.25919 0.082
H -3.36468 0.57118 4.28043 0.072
H -4.40194 -1.02973 1.05480 0.081
H -3.56205 -4.28740 -1.54086 0.078
H -2.49102 0.35120 -2.81099 -0.053
H -2.50929 -0.88301 4.60106 0.070
H 4.07959 -3.39480 -0.03544 0.084
H -2.52793 0.46489 5.86812 0.073
H -0.05789 -3.04160 -1.18485 0.074
H -2.92341 -1.81135 -1.01052 0.082
H -0.93149 3.45583 0.19603 -0.065
H 4.87800 -0.31613 3.25140 0.073
H 0.99520 -2.48874 -3.32920 0.078
H -0.78683 -2.12935 -3.33861 0.068
H -0.10885 -6.17300 -0.30942 0.070
H 4.77367 1.51940 -0.93579 0.085
H -3.85158 0.08284 -0.18986 0.026
H -0.60646 -4.67709 0.35632 0.050
H 3.66332 0.34650 -1.66581 0.078
```

orbital gap = 8.99 eV
total charge = -1
energy relative to the best compared isomer or geometry (same formula, charge and spin) = 16.5 kcal per mole